Record 1
20
Properties=species:S:1:pos:R:3:forces:R:3:mulliken_charge:R:1 method="wB97M-V/def2-TZVPD" lumo_energy_ev=0.2 gap_ev=9.4 charge=0 homo_ha=-0.3384 smiles="O=CCCS.O.O.O" de_lowest_kcal_mol=0.00
O 2.46986 -0.22124 -1.51648 -0.223 0.027 0.107 -0.50
C 2.20621 0.26273 -0.44132 0.210 -0.154 -0.462 -0.12
C 1.31480 -0.39283 0.56599 0.028 -0.218 0.078 -0.42
C 0.41080 -1.46037 -0.01401 -0.225 -0.360 -0.649 -0.42
S -0.83725 -2.01790 1.18799 0.229 0.095 0.091 -0.25
H 2.67036 1.22108 -0.16520 -0.001 0.110 0.235 0.36
H 0.83048 0.36118 1.17762 -0.421 0.201 -0.126 0.33
H 1.97386 -0.89723 1.26278 0.446 -0.073 0.349 0.37
H -0.09710 -1.16001 -0.92293 -0.207 0.488 0.128 0.23
H 0.99237 -2.31425 -0.35856 0.204 -0.045 0.403 0.33
H -1.02248 -3.20809 0.61449 -0.137 -0.097 0.030 0.13
H -1.19167 3.03713 -0.99556 0.079 0.006 -0.003 0.30
H -1.14953 2.45051 0.41358 -0.097 -0.116 0.134 0.34
O -0.80876 2.31704 -0.48290 0.024 0.199 -0.088 -0.66
H -0.66072 1.05520 -1.90704 0.457 -0.298 0.146 0.42
H 0.40089 0.00920 -2.45217 0.010 0.404 0.139 0.28
O -0.43265 0.45581 -2.63339 -0.400 -0.116 -0.474 -0.68
H -2.66378 1.48558 1.90254 -0.012 -0.040 0.046 0.33
H -2.00060 2.37856 2.97102 -0.074 -0.047 -0.394 0.32
O -2.20082 2.32138 2.02412 0.111 0.034 0.308 -0.68

---

Record 2
20
Properties=species:S:1:pos:R:3:forces:R:3:mulliken_charge:R:1 method="wB97M-V/def2-TZVPD" lumo_energy_ev="-4.3 / -9.2" gap_ev="10.2 / 5.3" spin_multiplicity=2 charge=+1 s_squared=0.753 homo_ha="-0.5327 / -0.5317" de_lowest_kcal_mol=40.87
O 2.09497 1.21364 -1.15511 -0.063 0.615 3.274 -0.49
C 1.88120 1.35548 0.06408 -4.187 -3.509 -6.111 -0.11
C 0.46346 0.73979 0.50724 1.799 0.833 0.112 -0.22
C 0.43635 0.19864 1.87795 0.051 -2.510 1.425 -0.68
S -1.07328 -0.81896 2.20311 0.426 0.923 -0.598 0.25
H 2.48305 1.88199 0.67328 2.281 1.843 2.446 0.50
H 0.04933 0.03986 -0.20342 0.610 -0.064 -0.392 0.10
H -0.25548 1.52241 0.59227 -0.290 1.032 -0.681 0.42
H 1.22851 -0.47432 2.22928 0.109 0.276 -0.261 0.45
H 0.30851 0.97296 2.59365 0.086 0.887 1.024 0.46
H -1.79264 0.01594 1.39348 -0.307 -0.152 0.021 0.30
H -0.19554 0.31495 -3.55059 -0.348 0.436 1.188 0.31
H 0.33496 0.62249 -2.04687 -2.103 -0.279 -2.201 0.30
O -0.52824 0.49215 -2.63258 3.084 -0.087 0.509 -0.65
H 0.01600 -2.80228 -0.75268 0.368 0.112 -0.848 0.28
H 0.65218 -2.03800 -2.08368 -0.169 -3.205 2.517 0.35
O 0.69251 -2.90636 -1.45076 -0.273 3.126 -1.678 -0.61
H -1.60304 1.41911 -1.39799 -1.764 -2.401 1.525 0.38
H -2.55091 0.12361 -0.74521 0.062 0.447 -1.420 0.32
O -2.03280 0.91823 -0.59242 0.629 1.676 0.149 -0.66